Entry 1:
Computed, not measured: 2 unconnected molecules or ions with the total composition CH10N3, with ωB97M-V/def2-TZVPD.

The geometry in XYZ format:
```
14
Properties=species:S:1:pos:R:3:forces:R:3
N 1.662233 0.788594 -1.876761 0.5 0.1 0.5
H 0.633249 0.056015 -0.516335 0.0 -0.3 -0.3
H 1.204007 1.299600 -2.620631 -0.1 -0.1 -0.2
H 2.354201 1.442606 -1.511142 -0.1 0.0 0.1
H 2.225569 0.049596 -2.290973 -0.2 0.0 -0.2
N -1.838518 -0.397771 1.568170 -0.1 -0.6 -0.3
C -0.444816 -0.353193 1.327670 0.3 0.6 0.1
N -0.221294 -0.449044 -0.151950 0.0 -0.1 0.2
H -2.411267 0.332332 1.180578 0.1 0.4 0.2
H -2.100394 -0.641345 2.505342 -0.1 0.0 0.2
H 0.102680 0.540727 1.650191 -0.2 0.0 0.0
H 0.041901 -1.222499 1.745645 0.1 -0.1 0.4
H -1.005373 -0.002205 -0.619749 -0.1 -0.2 -0.2
H -0.202178 -1.443412 -0.390052 -0.1 0.3 -0.4
```
Positions in Å, forces in eV/Å.

Calculated values
Relative energy (zero: lowest compared OMol25 entry of this formula, charge and spin) in eV: 0.143
E_LUMO in eV: -3.24
Kohn-Sham gap in eV: 10.94
Maximum force in eV Å⁻¹: 0.74
DFT total energy in eV: -5663.485
Charge: +1
Spin multiplicity: 1

Need the Löwdin charges? In units of e they are: 0.024, 0.095, 0.051, 0.056, 0.055, 0.036, -0.249, 0.162, 0.090, 0.095, 0.132, 0.133, 0.152, 0.168

=====

Entry 2:
Computed, not measured: a molecular structure, C15H31NO7Pd at a distorted geometry, with ωB97M-V/def2-TZVPD.

The geometry in XYZ format:
```
55
Properties=species:S:1:pos:R:3:forces:R:3
Pd 0.165009 0.551072 0.091037 1.1 -0.1 0.1
C 0.662150 3.312241 -1.347024 0.0 0.0 0.0
C 0.214206 2.333219 -2.403834 0.0 0.0 0.0
O 0.553366 0.978730 -2.015128 -0.2 -0.1 -0.1
C 1.842451 0.421246 -2.388037 0.0 0.0 0.0
C 2.881735 0.742147 -1.341839 0.0 -0.1 0.0
O 2.336464 0.324766 -0.056930 0.0 0.0 0.0
C 3.036676 0.879452 1.098459 0.0 0.0 0.0
C 2.143699 0.708471 2.303365 0.0 0.0 0.0
O 0.809602 1.230185 2.032906 -0.1 -0.1 0.0
C 0.508928 2.625293 2.299607 0.0 0.0 0.0
C 0.798965 3.466772 1.080684 0.0 0.0 0.0
O 0.249939 2.759783 -0.066321 -0.2 0.0 0.0
H 0.173193 4.278116 -1.489219 0.0 0.0 0.0
H 1.741237 3.470730 -1.334218 0.0 0.0 0.0
H 0.651821 2.559002 -3.376991 0.0 0.0 0.0
H -0.869661 2.333369 -2.507923 0.0 0.0 0.0
H 2.133028 0.798345 -3.369268 0.0 0.0 0.0
H 1.673666 -0.651674 -2.461826 0.0 0.0 0.0
H 3.134651 1.801799 -1.297835 0.0 0.0 0.0
H 3.794985 0.170530 -1.522305 0.0 0.0 0.0
H 3.282119 1.921968 0.892043 0.0 0.0 0.0
H 3.965176 0.319971 1.231927 0.0 0.0 0.0
H 2.557153 1.205689 3.181193 0.0 0.0 0.0
H 1.991046 -0.341839 2.532591 0.0 0.0 0.0
H 1.078369 2.964880 3.165416 0.0 0.0 0.0
H -0.548706 2.642798 2.557534 0.0 0.0 0.0
H 1.865537 3.628467 0.917024 0.0 0.0 0.0
H 0.310628 4.439704 1.163811 0.0 0.0 0.0
C -5.837930 1.961822 0.338400 0.0 0.0 -0.1
C -4.362981 2.324090 0.250762 0.0 0.0 0.3
O -3.440431 1.345098 0.082883 -0.6 0.1 -0.1
H -6.391200 2.869657 0.577758 0.0 0.0 0.0
H -5.923505 1.211630 1.141277 0.0 0.0 0.0
H -6.263567 1.532668 -0.574101 0.0 0.0 0.0
H -3.955217 3.080410 0.933631 0.0 0.0 0.0
H -4.402290 2.946818 -0.739402 -0.1 0.0 0.0
H -3.866949 0.552762 -0.305509 0.1 0.0 -0.1
O -0.683254 -1.271337 -0.765174 -0.1 0.1 0.0
C -0.308097 -2.018103 0.191538 0.0 -0.1 0.1
O 0.325139 -1.457319 1.124912 -0.1 0.0 -0.1
C -0.678599 -3.484451 0.193889 0.0 0.0 0.0
N 0.090404 -4.242214 1.251658 0.0 0.0 0.0
C 1.138732 -5.079399 0.527216 0.0 0.0 0.0
C 0.436949 -5.455210 -0.763690 0.0 0.0 0.0
C -0.403119 -4.222500 -1.141286 0.0 0.0 0.0
H -1.737964 -3.516006 0.458718 0.0 0.0 0.0
H -0.544039 -4.866334 1.757235 0.0 0.0 0.0
H 0.506862 -3.622121 1.951008 0.0 0.0 0.0
H 1.417385 -5.914152 1.165953 0.0 0.0 0.0
H 2.004420 -4.435832 0.374799 0.0 0.0 0.0
H -0.196469 -6.330414 -0.618394 0.0 0.0 0.0
H 1.158970 -5.707792 -1.536995 0.0 0.0 0.0
H -1.341938 -4.507667 -1.608448 0.0 0.0 0.0
H 0.121281 -3.569362 -1.837518 0.0 0.0 0.0
```
Positions in Å, forces in eV/Å.

Calculated values
Relative energy (zero: lowest compared OMol25 entry of this formula, charge and spin) in eV: 1.468
E_LUMO (spin up / spin down) in eV: -11.26 / -16.57
Kohn-Sham gap (spin up / spin down) in eV: 11.55 / 6.12
Maximum force in eV Å⁻¹: 1.11
DFT total energy in eV: -35311.894
Charge: +4
Spin multiplicity: 5

Need the Löwdin charges? In units of e they are: 1.421, -0.100, -0.086, -0.231, -0.081, -0.086, -0.197, -0.082, -0.086, -0.232, -0.083, -0.098, -0.225, 0.165, 0.138, 0.165, 0.146, 0.166, 0.145, 0.136, 0.170, 0.137, 0.170, 0.166, 0.132, 0.164, 0.147, 0.140, 0.165, 0.044, -0.193, 0.139, 0.129, 0.141, 0.128, 0.173, 0.271, 0.169, 0.028, -0.513, 0.038, -0.128, 0.124, -0.059, -0.113, -0.073, 0.184, 0.204, 0.178, 0.153, 0.143, 0.140, 0.143, 0.140, 0.125

=====

Entry 3:
Computed, not measured: 2 unconnected molecules or ions with the total composition C2H4ClOP, with ωB97M-V/def2-TZVPD.

The geometry in XYZ format:
```
9
Properties=species:S:1:pos:R:3:forces:R:3
C -0.089863 -0.284858 -0.052073 0.6 -0.1 -0.1
C -1.533120 0.056684 0.062699 -0.3 -0.1 0.0
O 3.373113 -0.218012 0.093641 -0.7 -0.1 -0.1
P 0.602007 -1.768002 -0.022854 0.5 0.2 0.1
Cl 2.737457 1.214355 -0.162320 0.5 0.1 0.0
H 0.621779 0.558051 -0.172347 -0.5 -0.3 0.0
H -1.679929 0.876962 0.760068 0.0 0.1 0.1
H -2.108042 -0.804687 0.400232 -0.1 0.1 0.0
H -1.923406 0.369507 -0.907050 0.0 0.1 0.0
```
Positions in Å, forces in eV/Å.

Calculated values
Relative energy (zero: lowest compared OMol25 entry of this formula, charge and spin) in eV: 5.809
E_LUMO (spin up / spin down) in eV: -1.10 / -2.17
Kohn-Sham gap (spin up / spin down) in eV: 8.70 / 6.16
Maximum force in eV Å⁻¹: 0.68
DFT total energy in eV: -25992.114
Spin multiplicity: 1

Need the Löwdin charges? In units of e they are: -0.708, -0.201, -0.705, 0.867, 0.612, -0.068, 0.070, 0.057, 0.075